Formula: C4H8O2
Source: the OMol25 dataset
Level of theory: the ωB97M-V functional and the def2-TZVPD basis

The max |F| is 0.0063 Eh/bohr. The HOMO-LUMO gap is 10.9247 eV. For the LUMO energy, the calculation gives 0.893 eV. The calculation puts the calculated total energy at -307.6540 a.u. For the HOMO energy, the calculation gives -10.03 eV. For the energy relative to the best compared isomer or geometry (same formula, charge and spin), the calculation gives 1.591 eV.

Structure (ORCA input):
```
! wB97M-V def2-TZVPD RIJCOSX def2/J DEFGRID3
* xyz 0 1
O 2.2350 0.6721 0.3293
H 2.2901 0.7921 -0.6277
H 0.5231 -2.0272 0.3644
H 0.9466 0.0640 1.7185
C -0.2952 0.9873 0.1709
H -0.1184 1.4469 -0.8086
C 0.9506 0.2016 0.6335
H -1.5405 -0.6775 0.8763
H 0.7230 -1.0678 -1.1296
C 0.3871 -1.0411 -0.0860
O -1.7679 -0.5840 -1.1842
H -2.6045 -0.1141 -1.0752
H -0.7358 1.7241 0.8475
C -0.9933 -0.3765 -0.0291
*
```

Formula: C14H15N2O5S3Sn
Source: the OMol25 dataset
Level of theory: the ωB97M-V functional and the def2-TZVPD basis

The max |F| is 0.0076 Eh/bohr. The HOMO-LUMO gap is 6.8123 eV. For the LUMO energy, the calculation gives 2.408 eV. The calculation puts the calculated total energy at -2437.2809 a.u. For the HOMO energy, the calculation gives -4.40 eV. For the energy relative to the best compared isomer or geometry (same formula, charge and spin), the calculation gives 0.000 eV.

Structure (ORCA input):
```
! wB97M-V def2-TZVPD RIJCOSX def2/J DEFGRID3
* xyz -1 1
H 1.4501 -1.5612 -3.4507
O 2.4030 -0.9151 5.5143
H 0.1966 -2.0494 5.2507
S 3.8682 -1.6518 -1.6459
H -2.4473 2.0630 0.3321
C -1.7642 -0.4926 -2.7476
C 2.1472 -0.3116 4.4743
C -1.8870 -0.4494 3.1038
H -2.1772 -2.1287 4.4106
N 0.9339 -0.1767 -2.0315
C -1.4755 -1.3906 4.0413
C -0.4035 1.7411 -2.6853
C -1.3764 1.6366 1.7976
C -0.1770 -1.3597 4.5069
S 4.6197 0.5828 0.2055
C 0.4453 1.0122 -1.6551
O -2.3098 1.2825 0.8846
H -0.6473 2.7068 -2.2515
H -2.8997 -0.4293 2.7230
C -0.9668 0.4888 2.6742
C -0.7217 -1.3668 -3.4458
N 0.3023 0.4903 3.0940
H -1.6534 -0.5897 -1.6652
O -0.9736 2.7551 1.9303
C 0.6934 -0.4060 3.9899
H -2.5545 1.4903 -2.6812
H 0.2372 1.9378 -3.5487
H -0.9722 -1.4694 -4.5069
C 0.6967 -0.7877 -3.3234
H -2.7613 -0.8660 -2.9936
H -1.8091 1.0846 -4.2114
C -1.6912 0.9914 -3.1278
H 1.5044 -0.6662 -1.3460
Sn 2.4581 1.2404 1.6930
H -0.7495 -2.3680 -3.0066
O 0.6772 1.5107 -0.5515
S 2.3395 -1.1653 0.8520
C 3.6543 -0.7653 -0.2546
O 2.9303 0.4017 3.7632
H 0.8610 -0.0496 -4.1106
*
```

Formula: C3H5LaO4
Source: the OMol25 dataset
Level of theory: the ωB97M-V functional and the def2-TZVPD basis

The max |F| is 0.1382 Eh/bohr. The HOMO-LUMO gap (alpha / beta) is 5.5631 / 7.4142 eV. For the LUMO energy (alpha / beta), the calculation gives -4.930 / -5.251 eV. The calculation puts the calculated total energy at -449.3212 a.u. For the HOMO energy (alpha / beta), the calculation gives -10.49 / -12.67 eV. For the energy relative to the best compared isomer or geometry (same formula, charge and spin), the calculation gives 7.309 eV.

Structure (ORCA input):
```
! wB97M-V def2-TZVPD RIJCOSX def2/J DEFGRID3
* xyz 1 2
C -0.1635 -1.0437 -1.3191
O -1.4607 2.7164 0.2713
H 1.5985 -1.0457 2.3582
H 0.1370 -1.1261 1.0495
O 1.4660 -0.8168 1.4353
H 0.5477 -1.8156 -1.0285
C -1.0472 -0.5003 -0.3692
O 0.3763 1.5169 0.3292
C -0.6662 1.9781 -0.2460
La 2.7271 1.1167 0.4438
H -1.9373 -0.4934 0.2668
H -0.5050 -1.3099 -2.3207
O -1.0729 0.8233 -0.8707
*
```

Formula: C10H12CrF6N6O6S2
Source: the OMol25 dataset
Level of theory: the ωB97M-V functional and the def2-TZVPD basis

The max |F| is 0.0116 Eh/bohr. The HOMO-LUMO gap (alpha / beta) is 6.9538 / 6.9450 eV. For the LUMO energy (alpha / beta), the calculation gives -0.546 / -0.516 eV. The calculation puts the calculated total energy at -3608.1642 a.u. For the HOMO energy (alpha / beta), the calculation gives -7.50 / -7.46 eV. For the energy relative to the best compared isomer or geometry (same formula, charge and spin), the calculation gives 0.000 eV.

Structure (ORCA input):
```
! wB97M-V def2-TZVPD RIJCOSX def2/J DEFGRID3
* xyz 0 5
H -1.0252 4.3950 2.8537
N -2.0165 2.1726 -1.1772
H -0.4598 4.2130 -1.5712
C -3.0527 3.7848 2.4987
H -4.0114 0.5977 1.8584
F -1.1024 -4.4003 -3.5322
N -1.2777 -2.4355 -0.5581
O 0.7362 -3.0235 -2.0522
O -2.8350 1.2766 -1.1453
C -1.6863 3.5677 2.6217
C 0.4613 -3.6239 1.2279
H -3.4671 4.7766 2.6224
C -1.3945 -0.1464 1.9061
O -2.1753 -3.5591 1.4292
O -0.6243 -0.9442 -2.2550
C -1.1614 2.2940 2.4645
O -1.1514 -4.9367 -0.3908
N -0.7954 1.7771 -0.6571
F 0.3320 -3.8691 2.5248
S -1.2174 -3.7488 0.3962
N 0.3933 3.7095 -1.3792
F 1.2958 -4.5070 0.6993
H -0.4451 -0.2712 2.4398
C -1.9741 1.1887 2.1787
F -1.6655 -2.4674 -4.3187
F -2.8439 -3.3802 -2.7507
N 1.4377 1.9094 -0.3942
O -2.2194 3.2994 -1.5924
H 1.2700 4.1997 -1.3489
H 1.9655 0.0094 -0.7463
C -3.3496 1.4291 2.0751
C -3.8788 2.7011 2.2292
H -4.9484 2.8454 2.1377
F 0.9951 -2.3994 1.0843
C -1.6179 -3.2233 -3.2269
Cr -1.0784 -0.3145 -0.1674
H -2.0620 -0.9572 2.2080
S -0.5310 -2.3787 -1.9615
H 2.3168 2.3359 -0.6434
H 1.7392 0.3954 0.8642
H -0.0906 2.1432 2.5737
N 1.4190 0.5461 -0.0833
C 0.2942 2.4975 -0.8393
*
```

Formula: C5H7NO
Source: the OMol25 dataset
Level of theory: the ωB97M-V functional and the def2-TZVPD basis

The max |F| is 0.0067 Eh/bohr. The HOMO-LUMO gap is 9.2082 eV. For the LUMO energy, the calculation gives 0.826 eV. The calculation puts the calculated total energy at -324.7189 a.u. For the HOMO energy, the calculation gives -8.38 eV. For the energy relative to the best compared isomer or geometry (same formula, charge and spin), the calculation gives 0.152 eV.

Structure (ORCA input):
```
! wB97M-V def2-TZVPD RIJCOSX def2/J DEFGRID3
* xyz 0 1
H 0.5099 1.3910 1.1849
H 1.5229 -2.0854 -0.6382
C -1.3684 1.2266 0.2666
H -0.0080 -0.4821 -2.2043
C 0.3865 -0.3579 -0.0581
H 1.1657 -2.0067 1.0955
H -1.5267 1.5335 -1.8005
O -2.2614 1.8991 0.7298
H 2.4032 -0.9487 0.4076
N -1.1655 0.9458 -1.0720
C 1.4225 -1.4038 0.2140
C -0.1749 -0.0400 -1.2291
C -0.1962 0.5684 0.9845
H -0.4649 0.1220 1.9447
*
```

Formula: C5H15NO2
Source: the OMol25 dataset
Level of theory: the ωB97M-V functional and the def2-TZVPD basis

The max |F| is 0.0230 Eh/bohr. The HOMO-LUMO gap is 9.7994 eV. For the LUMO energy, the calculation gives 0.688 eV. The calculation puts the calculated total energy at -404.7110 a.u. For the HOMO energy, the calculation gives -9.11 eV. For the energy relative to the best compared isomer or geometry (same formula, charge and spin), the calculation gives 1.198 eV.

Structure (ORCA input):
```
! wB97M-V def2-TZVPD RIJCOSX def2/J DEFGRID3
* xyz 0 1
H 0.0872 -1.7783 0.0122
H 1.9637 3.4728 1.1757
H 3.0948 -0.4140 -0.5983
H -1.5214 0.2293 1.3797
H 0.6688 1.1393 0.0752
H -2.3031 -1.8670 -0.0860
O 2.4106 -0.8972 -1.0825
H -0.8981 -0.9995 2.4570
N -0.9763 0.6072 -1.0892
H -3.2173 -1.3756 1.2580
C -1.1197 -0.7697 1.4125
H -1.6108 -0.1750 -1.1443
C 0.2866 0.2850 -0.4627
H 1.8349 0.9312 -1.8097
C 1.3909 -0.0197 -1.5166
H 1.0447 3.5092 -0.0566
H 0.9485 -0.4079 -2.4380
H -2.0862 -2.7124 1.5250
H -0.8885 1.0349 -1.9961
O 1.9190 3.7578 0.2579
H 1.0388 -0.9442 1.1772
C -2.2245 -1.7648 0.9997
C 0.1576 -0.8415 0.5501
*
```